ORCA calculation (ωB97M-V/def2-TZVPD) on a structure of composition C42H116AlF2N12O18S2 in a non-equilibrium geometry.

Each line ends with the Mulliken charge.
CARTESIAN COORDINATES (ANGSTROEM)
Al  3.9885  0.4020  1.7502  1.635
N  1.4325  0.1164  0.8075  0.719
S  0.0664  0.4157  1.5099  0.116
O  -0.6813  -0.6790  2.0622  0.057
O  -0.5608  1.6485  1.1524  0.007
F  0.7725  0.8234  2.9226  -0.232
S  0.8257  -0.2172  -0.7283  -0.546
O  0.5008  0.8987  -1.5636  -0.090
O  0.1031  -1.4408  -0.8574  -0.629
F  2.2531  -0.6154  -1.3492  0.452
N  2.8431  2.3064  5.1590  0.898
O  2.6629  3.4689  4.7952  -0.707
O  2.9680  1.3867  4.3091  -0.340
O  2.8553  1.9930  6.3389  -0.568
C  -4.1746  -2.7161  1.5634  -0.903
C  -3.2020  -2.8322  0.4079  0.438
C  -3.2438  -1.6804  -0.6093  -0.497
O  -2.7657  -0.4694  -0.0572  1.067
C  -2.8133  0.5512  -1.0293  -0.529
N  -1.8582  -3.0455  0.9250  -0.093
H  -5.1597  -3.0585  1.2346  0.628
H  -4.3568  -1.7233  1.9777  -0.151
H  -3.8592  -3.4031  2.3454  -0.190
H  -3.5821  -3.6783  -0.1753  0.599
H  -4.2630  -1.5754  -1.0085  0.483
H  -2.6907  -1.9771  -1.5136  -0.382
H  -2.6306  1.5207  -0.5713  -0.401
H  -3.7352  0.6972  -1.6066  0.545
H  -2.0775  0.3650  -1.8208  -0.191
H  -1.2074  -2.9220  0.1571  -0.240
H  -1.5900  -2.2981  1.5599  -0.306
C  -1.0799  -2.9057  -4.1961  -0.993
C  -1.3162  -4.0885  -3.2413  0.745
C  -1.3059  -5.4293  -3.9664  -0.719
O  -2.4131  -5.5559  -4.8174  -0.367
C  -2.4245  -6.8312  -5.4205  -0.774
N  -0.2700  -4.0699  -2.2036  -0.020
H  -0.0679  -3.0007  -4.6020  0.108
H  -1.1640  -1.9492  -3.6787  0.069
H  -1.7672  -2.9334  -5.0441  0.494
H  -2.2510  -4.0082  -2.6810  0.183
H  -1.2334  -6.2484  -3.2385  0.505
H  -0.3396  -5.5070  -4.4916  0.109
H  -1.4727  -7.1217  -5.8724  0.290
H  -3.1763  -6.8440  -6.2110  0.290
H  -2.7732  -7.6167  -4.7414  0.306
H  0.6134  -4.3781  -2.5983  0.133
H  -0.2115  -3.1107  -1.8877  -0.243
C  3.9872  -1.7450  -4.3254  -1.670
C  3.2185  -2.7266  -3.4392  1.492
C  3.0384  -4.0578  -4.1425  -1.022
O  2.4622  -4.9769  -3.2218  -0.333
C  2.3082  -6.2495  -3.8306  -0.991
N  4.0815  -2.8773  -2.2270  -0.477
H  3.4327  -1.6186  -5.2578  0.426
H  4.9663  -2.1689  -4.5688  0.487
H  4.1858  -0.7640  -3.8937  0.156
H  2.2520  -2.2851  -3.1948  -0.849
H  4.0279  -4.4878  -4.3589  0.425
H  2.4957  -3.9695  -5.0880  0.613
H  3.2266  -6.8482  -3.8694  0.270
H  1.8860  -6.1634  -4.8311  0.410
H  1.7047  -6.8358  -3.1365  0.281
H  3.8282  -3.8360  -1.9693  0.177
H  5.0245  -3.0058  -2.5908  0.275
C  -0.2629  1.9712  -5.7656  -1.672
C  -0.0231  2.9508  -4.6302  1.437
C  -0.2411  4.4035  -5.0135  -1.025
O  0.2195  5.2561  -3.9786  -0.262
C  -0.4156  6.5374  -4.0527  -0.749
N  -0.8279  2.6659  -3.4296  -0.353
H  0.3856  2.1877  -6.6136  0.425
H  -1.3234  1.9333  -6.0265  0.367
H  -0.0755  0.9410  -5.4497  0.257
H  1.0418  2.8321  -4.3699  -0.128
H  -1.3055  4.5898  -5.1991  0.452
H  0.3172  4.6434  -5.9269  0.427
H  0.0939  7.1896  -3.3473  0.197
H  -1.4580  6.3947  -3.7589  0.290
H  -0.3327  6.9437  -5.0622  0.367
H  -0.7208  3.4933  -2.8484  0.039
H  -0.2244  2.0313  -2.9145  0.221
C  -7.8252  1.5826  1.4381  -1.385
C  -6.7170  2.2775  0.6670  0.388
C  -5.3298  1.6650  0.8327  0.509
O  -4.9093  1.8553  2.1728  -0.560
C  -3.5746  1.4624  2.3838  1.529
N  -7.1082  2.2687  -0.7464  -0.754
H  -7.9375  0.5452  1.1232  0.337
H  -8.7912  2.0844  1.4562  0.401
H  -7.5195  1.5355  2.4895  0.264
H  -6.5859  3.3290  0.9513  0.248
H  -4.6676  2.2649  0.1970  -0.194
H  -5.2718  0.6072  0.5561  -0.071
H  -2.8591  2.0703  1.8201  -0.766
H  -3.3609  0.4087  2.1972  -1.187
H  -3.3804  1.6761  3.4350  0.519
H  -6.3241  2.5209  -1.3460  0.224
H  -7.7677  2.9918  -1.0102  0.280
C  2.2779  -4.3876  0.7354  -1.254
C  2.4530  -2.9555  1.2523  1.034
C  2.2074  -2.8770  2.7485  -0.979
O  2.3857  -1.5785  3.2866  0.301
C  1.6008  -1.4690  4.4704  -0.710
N  3.8431  -2.5654  0.9555  0.396
H  1.3067  -4.7423  1.0928  0.250
H  2.9596  -5.1269  1.1734  0.486
H  2.4439  -4.4455  -0.3376  0.109
H  1.6643  -2.3395  0.8262  -0.368
H  2.9087  -3.6094  3.1710  0.420
H  1.1842  -3.2279  2.9034  -0.166
H  0.5331  -1.5179  4.2379  0.074
H  1.7607  -0.5080  4.9495  0.031
H  1.7771  -2.2540  5.2103  0.431
H  4.4422  -3.3523  1.2090  0.503
H  3.9396  -2.6672  -0.0645  -0.404
C  7.1540  -1.3774  -1.5595  -1.951
C  6.2895  -1.2741  -0.3005  1.301
C  7.1087  -0.7639  0.8620  -1.364
O  6.2840  -0.8055  2.0177  0.025
C  6.6064  -1.9032  2.8969  -0.819
N  5.1810  -0.3461  -0.5642  0.214
H  7.7300  -2.3029  -1.5007  0.471
H  7.8048  -0.5305  -1.7927  0.424
H  6.5678  -1.4268  -2.4815  0.405
H  5.8316  -2.2500  -0.1639  0.143
H  7.4074  0.2597  0.6141  0.241
H  8.0308  -1.3406  0.9551  0.526
H  6.6320  -2.8666  2.3799  0.394
H  5.7150  -2.0447  3.5097  0.177
H  7.5066  -1.6442  3.4448  0.320
H  5.5588  0.4193  -1.1239  0.388
H  4.5186  -0.7391  -1.2374  -0.629
C  1.6251  4.8540  1.6304  -1.574
C  2.3220  3.5115  1.2308  1.298
C  2.5495  3.4937  -0.2590  -0.230
O  3.1358  2.2430  -0.5770  -0.041
C  3.3363  2.0956  -1.9763  0.208
N  3.5423  3.4089  2.0170  -0.091
H  2.2948  5.6913  1.4380  0.524
H  1.3082  4.7927  2.6709  0.244
H  0.6908  4.9461  1.0709  0.184
H  1.5798  2.7904  1.5754  -0.746
H  3.1667  4.3502  -0.5535  0.520
H  1.5702  3.5959  -0.7357  -0.245
H  2.3776  2.1237  -2.4950  -0.278
H  3.8289  1.1455  -2.1692  -0.636
H  4.0105  2.8420  -2.4086  0.476
H  3.3618  3.7215  2.9718  0.255
H  4.2552  4.0353  1.6488  0.364
C  -1.5603  4.4543  -0.9479  -1.400
C  -2.3057  5.4202  -0.0237  1.025
C  -2.5042  6.7472  -0.6899  -0.989
O  -2.9325  7.6841  0.2681  -0.352
C  -2.7616  9.0432  -0.0516  -0.771
N  -3.6205  4.8011  0.2237  -0.573
H  -0.5535  4.8128  -1.1921  0.540
H  -2.1351  4.3668  -1.8685  0.803
H  -1.3990  3.4554  -0.5380  -0.142
H  -1.8291  5.6062  0.9456  0.035
H  -3.1874  6.6547  -1.5469  0.391
H  -1.5812  7.1201  -1.1580  0.232
H  -1.7406  9.2958  -0.3567  0.294
H  -2.9671  9.6542  0.8256  0.270
H  -3.4806  9.3178  -0.8293  0.316
H  -4.2656  5.4498  0.6649  0.339
H  -3.5482  4.0509  0.9045  -0.088
C  -2.6256  -5.7720  5.5022  -1.551
C  -2.1678  -4.9667  4.3155  0.683
C  -1.9936  -3.4853  4.6401  0.217
O  -3.2025  -2.7718  4.7060  -0.429
C  -2.9750  -1.3761  4.6372  -0.570
N  -0.9485  -5.4891  3.7111  -0.672
H  -3.4870  -5.3461  6.0165  0.324
H  -1.8000  -5.8631  6.2170  0.377
H  -2.8954  -6.8206  5.3465  0.402
H  -2.9640  -4.9523  3.5573  0.053
H  -1.3812  -3.0670  3.8249  -0.717
H  -1.3522  -3.3471  5.5229  0.611
H  -2.2637  -1.0439  5.4035  0.386
H  -3.9492  -0.9415  4.8506  0.355
H  -2.5639  -1.0638  3.6739  0.013
H  -1.0810  -6.4539  3.4310  0.300
H  -0.7890  -4.9848  2.8427  0.119
C  -1.4828  3.4292  4.1934  -0.537
C  -0.7572  4.5734  4.8778  -0.504
O  -1.6296  5.2025  5.8095  -0.594
H  -1.6536  2.5756  4.8508  0.525
H  -0.9221  2.9771  3.3645  -0.025
H  -2.3728  3.7707  3.6641  0.265
H  -0.4154  5.3075  4.1505  0.190
H  0.0999  4.1736  5.4280  0.334
H  -1.8353  4.5629  6.4971  0.354

Summary:
net charge: +1
F_max: 7.75 eV/Å
HOMO level: -10.0343 eV
energy above the lowest of the compared OMol25 structures with the same formula, charge and spin: 0.0 kcal/mol
spin multiplicity: 1
Kohn-Sham gap: 2.1320 eV